Below is an isolated molecule of C20H21N3O2 in a non-equilibrium geometry, with properties calculated with wB97M-V/def2-TZVPD.

The value obtained for the energy above the lowest of the compared OMol25 structures with the same formula, charge and spin is 2.9529 eV. The structure (SMILES) is C=CCOc1c2ccc(C(=O)NCc3ccc(C)cc3)cc2nn1C. As for the LUMO energy: 0.6046 eV. Its HOMO energy is -7.744 eV. The frontier orbital gap comes out at 0.307 hartree. Its molar mass is 335.4 g/mol.

```
! RIJCOSX wB97M-V def2-TZVPD def2/J DEFGRID3
* xyz 0 1
C -4.150 -2.859 -0.496
C -5.402 -2.478 -0.327
C -5.967 -1.139 -0.705
O -5.015 -0.123 -0.971
C -4.006 0.123 -0.111
C -2.717 0.537 -0.474
C -2.052 0.774 -1.687
C -0.751 1.180 -1.631
C -0.074 1.360 -0.398
C 1.340 1.831 -0.481
O 1.748 2.519 -1.398
N 2.134 1.438 0.545
C 3.548 1.744 0.590
C 4.388 0.513 0.377
C 5.295 0.079 1.332
C 6.049 -1.063 1.120
C 5.907 -1.802 -0.046
C 6.710 -3.045 -0.282
C 4.992 -1.367 -0.999
C 4.243 -0.225 -0.792
C -0.708 1.150 0.802
C -2.048 0.731 0.775
N -2.866 0.455 1.792
N -4.035 0.105 1.240
C -5.106 -0.226 2.141
H -3.817 -3.839 -0.200
H -3.406 -2.217 -0.937
H -6.135 -3.149 0.102
H -6.685 -0.809 0.059
H -6.517 -1.232 -1.650
H -2.570 0.640 -2.625
H -0.195 1.388 -2.532
H 1.785 0.771 1.214
H 3.790 2.211 1.552
H 3.723 2.468 -0.213
H 5.421 0.641 2.247
H 6.755 -1.382 1.873
H 7.209 -2.998 -1.249
H 6.059 -3.919 -0.287
H 7.461 -3.178 0.493
H 4.871 -1.930 -1.913
H 3.541 0.108 -1.542
H -0.234 1.329 1.755
H -5.974 0.411 1.963
H -5.388 -1.277 2.050
H -4.727 -0.042 3.145
*
```

Here are the Mulliken charges for atoms 1 to 8, given in e:
1 C -0.578
2 C -0.331
3 C -0.347
4 O -0.451
5 C -0.644
6 C 1.184
7 C -0.792
8 C -0.867

---

Below is an isolated molecule of C20H21N3O3 in a non-equilibrium geometry, with properties calculated with wB97M-V/def2-TZVPD.

The value obtained for the energy above the lowest of the compared OMol25 structures with the same formula, charge and spin is 18.1766 eV. The structure (SMILES) is CCCNC(=O)CN1C(=O)NC(c2ccccc2)(c2ccccc2)C1=O. As for the LUMO energy: 0.5195 eV. Its HOMO energy is -7.574 eV. The frontier orbital gap comes out at 0.297 hartree. Its molar mass is 351.4 g/mol.

```
! RIJCOSX wB97M-V def2-TZVPD def2/J DEFGRID3
* xyz 0 1
C -4.484 -0.101 -1.692
C -5.410 0.288 -0.729
C -5.017 -0.093 0.544
N -3.975 0.860 1.046
C -2.758 0.358 1.306
O -2.389 -0.668 1.016
C -1.653 1.599 1.243
N -0.400 1.144 0.568
C -0.520 1.022 -0.941
O -1.517 1.337 -1.369
N 0.691 0.597 -1.163
C 1.544 -0.043 -0.198
C 2.801 0.833 0.018
C 3.267 1.932 -1.097
C 4.339 2.549 -0.849
C 5.205 2.251 -0.020
C 4.804 1.426 1.203
C 3.716 0.762 1.040
C 1.607 -1.408 0.072
C 0.671 -2.200 0.489
C 0.772 -3.428 0.371
C 1.889 -4.164 -0.165
C 2.989 -3.315 -0.492
C 2.820 -2.104 -0.539
C 0.631 0.836 1.127
O 0.872 0.692 2.173
H -3.735 0.555 -1.758
H -4.110 -1.213 -1.674
H -4.858 -0.065 -2.733
H -5.678 1.438 -0.882
H -6.414 -0.333 -0.875
H -5.936 0.234 1.453
H -4.736 -1.082 0.846
H -4.214 2.011 1.130
H -1.417 1.736 2.484
H -1.869 2.477 1.166
H 0.851 -0.011 -2.077
H 2.512 2.193 -1.871
H 4.626 3.042 -1.730
H 6.274 2.809 0.110
H 5.601 1.310 1.622
H 3.394 -0.017 1.921
H -0.296 -1.665 0.787
H -0.058 -4.123 1.052
H 2.042 -5.208 -0.203
H 3.904 -3.613 -0.845
H 3.621 -1.435 -0.886
*
```

Here are the Mulliken charges for atoms 1 to 8, given in e:
1 C -1.098
2 C 0.133
3 C -0.892
4 N -0.202
5 C 0.478
6 O -0.540
7 C -1.795
8 N -0.209

---

Below is C20H21N3O3S as an isolated structure, with properties calculated with wB97M-V/def2-TZVPD.

The value obtained for the energy above the lowest of the compared OMol25 structures with the same formula, charge and spin is 2.0290 eV. As for the LUMO energy: -0.5198 eV. Its HOMO energy is -8.365 eV. The frontier orbital gap comes out at 0.288 hartree. Its molar mass is 383.5 g/mol.

```
! RIJCOSX wB97M-V def2-TZVPD def2/J DEFGRID3
* xyz 0 1
C 3.947 -1.565 2.112
C 3.231 -2.474 1.164
C 3.673 -3.780 0.986
C 2.997 -4.674 0.179
C 1.831 -4.279 -0.456
C 1.381 -2.983 -0.309
C 2.089 -2.071 0.468
N 1.566 -0.762 0.560
C 2.263 0.382 0.372
O 3.450 0.434 0.123
C 1.424 1.667 0.460
C 0.620 1.804 -0.841
H 0.064 0.881 -1.035
C -0.383 2.958 -0.756
N -1.263 2.715 0.380
C -2.088 1.646 0.272
N -2.206 0.777 1.221
S -2.736 -0.656 0.584
O -1.525 -1.389 0.309
O -3.753 -1.303 1.345
C -3.352 0.072 -0.943
C -4.166 -0.430 -1.927
C -4.559 0.433 -2.944
C -4.157 1.760 -2.933
C -3.326 2.253 -1.936
C -2.897 1.384 -0.942
H -3.061 3.299 -1.922
H -4.502 2.427 -3.709
H -5.201 0.074 -3.734
H -4.496 -1.456 -1.896
C -0.516 2.804 1.627
H -0.057 3.795 1.661
C 0.540 1.699 1.711
H 0.013 0.754 1.839
H 1.164 1.861 2.592
H -1.222 2.701 2.451
H 0.127 3.909 -0.588
H -0.952 3.023 -1.681
H 1.308 1.965 -1.673
H 2.139 2.496 0.504
H 0.550 -0.741 0.532
H 0.462 -2.662 -0.778
H 1.276 -4.978 -1.065
H 3.365 -5.683 0.062
H 4.562 -4.103 1.509
H 4.627 -2.132 2.743
H 3.233 -1.035 2.741
H 4.515 -0.817 1.559
*
```

Here are the Mulliken charges for atoms 1 to 8, given in e:
1 C -1.542
2 C 0.980
3 C -0.743
4 C -0.603
5 C -0.734
6 C -0.622
7 C 0.464
8 N 0.352